Entry from the OMol25 dataset: a cluster of 2 separate species, C3H9O2 in total (wB97M-V/def2-TZVPD).

```
14
Properties=species:S:1:pos:R:3:forces:R:3:lowdin_charge:R:1
C 0.645 -0.424 0.523 0.30 -0.25 0.04 -0.6035
O 1.961 -0.317 0.624 0.37 0.00 -0.10 -0.3340
C 0.052 0.109 -0.804 -0.35 -0.16 -0.39 -0.2899
C 0.673 1.441 -1.187 0.63 -0.07 0.56 -0.1555
H 0.109 0.091 1.368 -0.33 0.13 0.01 0.0763
H 0.288 -1.504 0.551 -0.19 -0.04 0.17 0.0680
H -1.051 0.130 -0.758 0.06 0.24 0.14 0.0784
H 0.270 -0.627 -1.584 0.18 -0.03 -0.09 0.0854
H 0.259 1.939 -2.054 -0.28 -0.01 -0.34 0.0409
H 1.745 1.265 -1.339 -0.19 0.05 -0.05 0.0599
H 0.638 2.129 -0.339 -0.18 0.13 0.07 0.0617
H -2.250 -0.778 1.470 -0.10 -0.12 0.12 0.0183
H -1.198 -1.799 1.668 -0.14 -0.09 0.05 -0.0030
O -2.142 -1.655 1.862 0.22 0.23 -0.18 -0.1031
```
Positions in Å, forces in eV/Å.

**Max |F|**: 0.84 eV/A
**2S+1**: 1
**Total charge**: -1
**Total energy**: -7351.5460 eV
**Energy relative to the best compared isomer or geometry (same formula, charge and spin)**: 13.4 kcal per mole
**HOMO**: -2.5 eV